[1]
11
Properties=species:S:1:pos:R:3 method="wB97M-V/def2-TZVPD" homo_ev=-9.59 total_charge=0
C 0.162 -0.560 -0.120
C -2.017 -0.482 -0.087
H 3.140 -0.692 0.367
H -2.973 -0.925 -0.016
H 0.698 2.223 0.059
N 1.239 -1.061 0.073
N -1.644 0.675 -0.467
N -0.229 0.685 -0.494
O 2.271 -0.115 -0.406
O -0.905 -1.323 0.408
O 0.257 1.574 0.682

[2]
15
Properties=species:S:1:pos:R:3 method="wB97M-V/def2-TZVPD" spin_multiplicity=3 homo_ev="-6.80 / -9.29" total_charge=0
C 0.487 -0.653 -0.022
C 1.738 -0.467 0.656
C -0.741 0.325 0.420
C -2.074 -0.011 -0.229
O 3.093 0.138 -1.385
S -0.346 2.091 0.023
S 3.219 -0.216 0.032
H 0.596 -0.673 -1.066
H 0.201 -1.674 0.281
H 0.298 1.584 -1.020
H 1.669 -0.614 1.773
H -0.844 0.356 1.559
H -2.478 0.976 -0.102
H -2.681 -0.804 0.400
H -2.137 -0.357 -1.319

Number 1: M 117.1 g/mol. Number 2: M 136.2 g/mol.